A molecular structure, C22H37N5O2PPdS. Source: OMol25; level of theory: ωB97M-V/def2-TZVPD.

The energy above the lowest of the compared OMol25 structures with the same formula, charge and spin comes out at 53.7 kJ/mol. For the gap between HOMO and LUMO, the calculation gives 0.28699 hartree. The LUMO energy comes out at -3.124 eV.

The geometry in ORCA input format:
```
! RIJCOSX wB97M-V def2-TZVPD def2/J DEFGRID3
* xyz 1 1
Pd -0.334 -1.628 0.970
O 1.608 -2.045 1.044
N 1.982 -2.905 2.010
C 3.302 -3.183 2.081
C 3.772 -4.083 2.994
C 2.862 -4.717 3.848
C 1.527 -4.414 3.757
C 1.077 -3.474 2.822
S -0.573 -2.961 2.710
H 3.910 -2.652 1.365
H 4.829 -4.296 3.033
H 3.207 -5.440 4.573
H 0.794 -4.880 4.399
C -5.405 -1.959 -0.724
C -4.905 -1.352 0.593
C -5.510 -2.086 1.797
C -5.213 0.150 0.655
C -3.444 -1.514 0.646
N -2.311 -1.654 0.677
H -6.488 -1.839 -0.771
H -5.172 -3.021 -0.784
H -4.965 -1.453 -1.583
H -6.593 -1.964 1.767
H -5.142 -1.675 2.736
H -5.282 -3.151 1.766
H -6.294 0.284 0.617
H -4.766 0.677 -0.187
H -4.841 0.591 1.579
O -0.827 0.485 0.094
P 0.374 1.209 -0.448
N 1.370 0.033 -1.086
C 0.772 -0.857 -2.110
C 1.965 -1.374 -2.909
C 2.945 -0.208 -2.845
C 2.794 0.259 -1.403
N -0.142 2.272 -1.591
C 0.633 3.293 -2.300
C -0.120 3.441 -3.615
C -1.577 3.306 -3.177
C -1.543 2.251 -2.066
N 1.246 2.021 0.681
C 2.077 3.230 0.520
C 2.869 3.323 1.828
C 2.902 1.885 2.335
C 1.495 1.418 2.002
H 0.086 -0.299 -2.757
H 0.205 -1.670 -1.648
H 1.690 -1.659 -3.923
H 2.393 -2.248 -2.414
H 2.629 0.585 -3.528
H 3.968 -0.483 -3.093
H 3.080 1.301 -1.270
H 3.416 -0.343 -0.733
H 1.668 2.981 -2.447
H 0.634 4.242 -1.755
H 0.151 2.625 -4.289
H 0.094 4.384 -4.115
H -2.234 3.011 -3.994
H -1.941 4.257 -2.785
H -1.807 1.261 -2.441
H -2.231 2.490 -1.255
H 1.466 4.118 0.362
H 2.759 3.138 -0.327
H 2.332 3.947 2.545
H 3.854 3.761 1.675
H 3.131 1.812 3.397
H 3.633 1.295 1.776
H 0.781 1.814 2.733
H 1.376 0.337 1.988
*
```